C3H7NO | wB97M-V/def2-TZVPD

The total charge is 0. The spin multiplicity is 1. The relative energy (zero: lowest compared OMol25 entry of this formula, charge and spin) comes out at 335.26 kJ/mol. The calculated total energy is -248.39880 Ha. The strongest force on any atom comes out at 0.3 eV Å⁻¹. The HOMO-LUMO gap is 0.36908 Ha. For the HOMO energy, the calculation gives -0.3471 hartree.

Geometry (Å):
C  -1.78784  -0.53505  -0.74763
N  -0.60658  0.14620  0.81084
C  0.42862  0.04703  0.04063
O  0.17935  -0.39785  -1.12001
C  1.84062  0.42216  0.40921
H  -1.66194  -1.30337  -1.50374
H  -2.04970  0.43624  -1.14835
H  -2.43392  -0.85946  0.05949
H  -0.51566  0.50484  1.75775
H  2.17281  1.24290  -0.23261
H  2.50009  -0.42847  0.21998
H  1.93415  0.72483  1.45443

---

C22H32N2O4 | wB97M-V/def2-TZVPD

The total charge is 0. The spin multiplicity is 1. The relative energy (zero: lowest compared OMol25 entry of this formula, charge and spin) comes out at 2284.39 kJ/mol. The calculated total energy is -1267.21338 Ha. The strongest force on any atom comes out at 19.4 eV Å⁻¹. The HOMO-LUMO gap is 0.32143 Ha. For the HOMO energy, the calculation gives -0.3063 hartree.

Geometry (Å):
C  -6.62861  -0.30084  2.23266
C  -6.90896  0.76824  1.13767
O  -5.84521  1.78081  0.87276
C  -4.77825  1.26509  0.30545
C  -3.72428  1.94152  0.48540
C  -2.54755  1.82038  0.16383
C  -2.37651  0.70527  -0.57603
C  -3.37775  0.01550  -1.16732
C  -4.68425  0.23383  -0.63963
O  -5.67407  -0.60682  -0.88530
C  -5.59178  -1.56227  -1.58423
C  -5.02946  -2.78443  -0.86560
H  -4.84127  -3.96922  -1.47172
H  -5.52745  -2.98572  0.14381
H  -3.93673  -2.63208  -0.55235
H  -6.61760  -2.06719  -1.78301
H  -4.90291  -1.74505  -2.45389
H  -3.18610  -0.88274  -1.62741
C  -0.87011  0.59471  -1.40919
O  -0.71562  -0.60286  -1.56526
N  -0.16024  1.51642  -1.58849
H  -0.52528  2.55042  -1.10873
C  1.18312  1.49281  -2.04655
C  2.24927  1.85897  -0.97936
O  2.97669  2.96643  -1.65595
N  2.57363  1.11578  -0.03709
C  1.82777  -0.32126  0.33370
H  1.13125  0.23527  1.10291
C  2.75772  -1.22889  0.91732
C  4.24881  -0.87136  0.32688
C  5.28484  -1.80164  0.39755
C  6.55367  -1.47825  -0.31402
C  7.07440  -0.07886  0.41850
C  5.93662  0.82130  0.24239
C  4.64370  0.39423  0.93799
C  3.57300  1.69437  0.93672
H  3.10479  1.59861  1.71897
H  3.89628  2.48801  0.84419
H  4.88872  0.27893  1.99811
H  6.18005  2.00484  0.82678
H  5.84281  1.08021  -0.62868
H  7.81372  0.28384  0.13094
H  7.18437  -0.29708  1.48593
H  7.30933  -2.34933  -0.00570
H  6.33438  -1.28002  -1.33643
H  5.10115  -2.91055  -0.02565
H  5.50607  -2.20878  1.55649
H  4.24719  -0.79450  -0.78183
H  2.55341  -2.08523  0.35275
H  2.75443  -1.16015  1.94573
H  1.29071  -0.47704  -0.56376
H  1.32170  0.38028  -2.46732
H  1.45292  2.08512  -3.08370
H  -1.61576  2.47404  0.50671
H  -3.81667  2.87174  1.42940
H  -7.81343  1.50585  1.76012
H  -7.43503  0.26437  0.14035
H  -5.97304  -0.92755  1.79955
H  -7.51727  -0.82032  2.39230
H  -6.17534  0.14285  3.36030

---

F3HN2 | wB97M-V/def2-TZVPD

The total charge is 0. The spin multiplicity is 3. The relative energy (zero: lowest compared OMol25 entry of this formula, charge and spin) comes out at 117.06 kJ/mol. The expectation value of S² is 2.007. The calculated total energy is -409.35136 Ha. The strongest force on any atom comes out at 4.7 eV Å⁻¹. The HOMO-LUMO gap (alpha / beta) is 0.34817 / 0.31779 Ha. For the HOMO energy (alpha / beta), the calculation gives -0.3187 / -0.4493 hartree.

Geometry (Å):
N  0.71206  -0.03346  0.28039
N  -0.54340  -0.07520  0.50769
F  1.20171  -1.30856  0.10025
F  -1.49604  -0.31357  -1.31795
F  -1.13912  1.15284  0.58468
H  1.26478  0.57795  -0.15505

---

C20H27N5O4S2 | wB97M-V/def2-TZVPD

The total charge is 0. The spin multiplicity is 1. The relative energy (zero: lowest compared OMol25 entry of this formula, charge and spin) comes out at 84.09 kJ/mol. The calculated total energy is -2149.43471 Ha. The strongest force on any atom comes out at 1.3 eV Å⁻¹. As for the SMILES: Cn1c(SCC(=O)NC2CCCC2)nnc1-c1ccc(S(=O)(=O)N2CCOCC2)cc1. The HOMO-LUMO gap is 0.31222 Ha. For the HOMO energy, the calculation gives -0.3194 hartree.

Geometry (Å):
C  0.44684  -1.21693  3.07472
N  1.31749  -1.04172  1.94820
C  2.23500  -1.94910  1.50430
S  2.53824  -3.44579  2.32269
C  3.72105  -4.22208  1.17634
C  3.00810  -4.78913  -0.05514
O  2.64164  -5.94416  -0.10268
N  2.86823  -3.89077  -1.03942
C  2.10894  -4.14562  -2.24505
C  0.78886  -3.35762  -2.22542
C  1.14691  -2.02765  -2.88088
C  2.04268  -2.45847  -4.04009
C  2.87260  -3.62105  -3.47770
N  2.80754  -1.51741  0.40566
N  2.26496  -0.33631  0.10150
C  1.38028  -0.03060  1.01626
C  0.60568  1.19619  0.99755
C  0.19989  1.84613  2.16346
C  -0.52360  3.02292  2.08096
C  -0.83574  3.54907  0.84254
S  -1.81438  5.05458  0.74849
O  -1.51495  5.69947  -0.49329
O  -1.64863  5.76256  1.98193
N  -3.40852  4.59920  0.67527
C  -4.04444  4.09406  1.86822
C  -4.07130  2.56158  1.86739
O  -4.65367  2.06427  0.68236
C  -3.95091  2.49485  -0.46407
C  -3.91552  4.02501  -0.54826
C  -0.40723  2.93812  -0.32219
C  0.31252  1.76182  -0.24664
H  -0.49983  -0.71082  2.88924
H  0.90390  -0.82257  3.98497
H  0.26840  -2.28400  3.21464
H  4.16163  -5.03823  1.74763
H  4.46828  -3.47406  0.91873
H  3.09570  -2.91742  -0.84385
H  1.94094  -5.22451  -2.27796
H  0.40324  -3.24866  -1.21193
H  0.04164  -3.88052  -2.82314
H  0.26825  -1.47768  -3.21597
H  1.70410  -1.39955  -2.18406
H  2.66975  -1.64655  -4.40371
H  1.42381  -2.80738  -4.86813
H  3.01334  -4.40576  -4.21865
H  3.85856  -3.27633  -3.16637
H  0.47572  1.46148  3.13248
H  -0.83300  3.55552  2.96651
H  -5.07204  4.47354  1.89435
H  -3.49403  4.48712  2.72189
H  -3.04751  2.16755  1.97060
H  -4.68798  2.18551  2.68529
H  -2.92521  2.09399  -0.44187
H  -4.48446  2.07372  -1.31748
H  -4.93210  4.40243  -0.70596
H  -3.27466  4.36841  -1.35909
H  -0.63131  3.40358  -1.26890
H  0.66633  1.26576  -1.13629

---

C7H24NO5 | wB97M-V/def2-TZVPD

The total charge is +1. The spin multiplicity is 1. The relative energy (zero: lowest compared OMol25 entry of this formula, charge and spin) comes out at 241.26 kJ/mol. The calculated total energy is -711.76263 Ha. The strongest force on any atom comes out at 3.2 eV Å⁻¹. The HOMO-LUMO gap is 0.34579 Ha. For the HOMO energy, the calculation gives -0.4453 hartree.

Geometry (Å):
C  -1.78791  -0.35786  -0.14220
C  -0.94149  0.51636  0.76089
C  0.41621  0.99838  0.34639
C  0.67671  1.76943  -0.69990
C  -0.30286  2.39546  -1.64609
C  1.92022  1.35617  2.39154
C  1.47918  0.68676  1.33455
N  -1.33257  -1.80209  -0.04638
H  -1.66599  -0.08870  -1.18724
H  -2.87774  -0.39983  -0.15281
H  -1.06477  0.20466  1.79800
H  -1.56878  1.43146  0.72104
H  1.64998  2.24054  -0.79800
H  -0.73658  1.66997  -2.34205
H  -1.18900  2.79057  -1.16128
H  0.07363  3.13985  -2.34265
H  1.47100  2.30828  2.65079
H  2.72194  0.92811  2.97078
H  2.09062  -0.19291  1.10855
H  -1.76048  -2.29046  0.73393
H  -1.38790  -2.30598  -0.92773
H  -0.35544  -1.98588  0.23274
H  4.67532  -0.12991  1.84987
H  4.49841  -1.63703  1.83831
O  4.02627  -0.81443  1.66093
H  -3.54772  2.84795  -1.38728
H  -2.66319  4.08322  -0.91995
O  -3.27680  3.39852  -0.65258
H  0.44866  -4.34127  0.32791
H  0.22794  -4.01480  1.71898
O  -0.26085  -4.00297  0.88662
H  2.67272  -2.83194  0.05433
H  1.94157  -1.97352  1.09614
O  1.80989  -2.69497  0.46600
H  -2.67576  -0.61737  -3.86158
H  -1.26126  -0.06021  -3.51423
O  -2.14314  -0.22357  -3.16635

---

C8H6F3N2O2 | wB97M-V/def2-TZVPD

The total charge is -1. The spin multiplicity is 1. The calculated total energy is -867.91613 Ha. The strongest force on any atom comes out at 9.2 eV Å⁻¹. The HOMO-LUMO gap is 0.25724 Ha. For the HOMO energy, the calculation gives -0.1413 hartree.

Geometry (Å):
N  4.20428  0.63519  1.53057
N  3.09969  -0.13758  1.20936
C  1.99985  -0.05844  2.24541
O  1.56974  1.05314  2.85951
F  1.26507  -1.33039  2.59718
C  2.49479  0.22022  -0.12946
O  2.37950  -0.79828  -1.02470
F  1.97132  1.54240  -0.54290
H  3.94980  1.62313  1.75263
F  -3.69402  0.42985  -2.79245
C  -2.80938  0.10293  -1.84106
C  -2.76167  -1.20506  -1.37144
C  -1.83724  -1.54708  -0.38452
C  -0.97735  -0.57364  0.13005
C  -1.03639  0.73765  -0.34423
C  -1.95321  1.07669  -1.33897
H  -3.44310  -1.94575  -1.77703
H  -1.78667  -2.56872  -0.01620
H  -0.25952  -0.83984  0.90299
H  -0.36892  1.49450  0.06071
H  -2.00655  2.08908  -1.72544

---

Number 6 is which compound?
C8H6F3N2O2

---

Number 4 is which compound?
C20H27N5O4S2

---

Among the records above, which one has the highest strongest force on any atom?
C22H32N2O4

---

Number 2 is which compound?
C22H32N2O4